Molecular formula: C36H78N4O5
Method: DFT, ωB97M-V/def2-TZVPD

Properties
SMILES string   CC1(C)CCCC(C)(C)N1O.CC1(C)CCCC(C)(C)N1O.CC1(C)CCCC(C)(C)N1O.CC1(C)CCCC(C)(C)N1O.O
Kohn-Sham gap   8.42 eV
Strongest force on any atom   5.79 eV/A
HOMO   -7.87 eV
ΔE to the lowest compared entry with this formula, charge and spin   640.85 kJ/mol

Geometry (Å):
O: -11.409740 -24.539260 7.414290
O: -20.421710 -23.406450 -2.392860
O: -21.823070 -29.873890 -5.185950
O: -22.016680 -20.731660 -12.059020
O: -28.193860 -24.271480 4.737940
N: -11.291550 -23.370850 6.763300
N: -22.351210 -30.111370 -6.497620
N: -21.813880 -20.644250 -10.674870
N: -26.912120 -24.322210 4.158920
C: -9.736410 -21.544680 4.934660
C: -24.496190 -30.573640 -5.608500
C: -22.714750 -32.509090 -5.841370
C: -26.338700 -25.949370 5.903010
C: -20.600850 -28.769170 -7.474440
C: -20.487050 -19.962570 -10.327850
C: -21.972390 -30.286080 -8.842970
C: -10.095070 -22.540620 7.324980
C: -12.974040 -23.617320 5.066830
C: -9.832870 -21.306550 6.451570
C: -25.975860 -24.586360 5.282720
C: -21.515950 -19.169250 -8.111800
C: -26.868560 -24.980890 2.892130
C: -23.922410 -19.356990 -10.528840
C: -10.310850 -22.188500 8.799330
C: -27.643250 -24.181100 1.788290
C: -22.981930 -31.446860 -8.979540
C: -10.766070 -24.669150 4.659390
C: -24.307030 -25.484810 3.492280
C: -23.878030 -21.693360 -9.888380
C: -23.033140 -20.409080 -9.913040
C: -20.219110 -31.219460 -7.108990
C: -24.535360 -24.604280 4.713380
C: -25.292860 -25.130830 2.435960
C: -27.356690 -26.363820 2.945840
C: -21.263310 -30.211760 -7.463210
C: -20.343640 -19.942770 -8.785240
C: -8.809820 -23.409730 7.158520
C: -26.083870 -23.383870 6.286790
C: -23.948240 -31.407440 -7.794830
C: -19.300450 -20.861740 -10.831740
C: -11.456180 -23.453920 5.266000
C: -23.319520 -31.171050 -6.440260
C: -11.112660 -22.172970 4.543240
C: -22.814280 -19.965580 -8.487610
C: -20.425900 -18.570670 -10.848130
H: -21.318690 -19.225020 -7.041240
H: -13.444560 -22.758970 5.546340
H: -7.915710 -23.002890 7.630900
H: -11.183290 -22.415350 3.482890
H: -20.321070 -20.974690 -8.434910
H: -21.806970 -28.914040 -5.181210
H: -23.321440 -25.475170 3.026890
H: -24.758380 -21.606540 -9.251560
H: -23.406960 -18.396600 -10.520550
H: -22.579000 -32.458810 -8.938430
H: -11.763020 -21.328850 4.772570
H: -25.281960 -23.243600 7.011620
H: -24.996410 -29.738140 -6.098210
H: -19.316520 -21.919530 -10.569220
H: -27.019120 -23.340670 6.844940
H: -10.405540 -20.479780 6.871800
H: -24.029970 -19.680470 -11.564150
H: -21.049000 -22.685940 -2.332960
H: -20.515520 -18.548690 -11.934220
H: -25.247350 -25.904920 1.669940
H: -24.511230 -21.943630 -10.739580
H: -23.490400 -19.147010 -8.240800
H: -11.119460 -21.466540 8.913400
H: -23.766460 -24.947430 5.405570
H: -26.657730 -26.965880 3.526430
H: -21.270990 -27.918410 -7.597790
H: -20.606670 -32.206480 -7.361340
H: -24.960940 -24.257660 1.874240
H: -22.580550 -29.413660 -9.082000
H: -24.468570 -26.520030 3.792850
H: -11.123100 -25.562970 5.170960
H: -28.360280 -23.402260 2.047850
H: -20.220040 -28.462880 -6.500130
H: -19.942520 -23.376920 -1.564760
H: -11.021970 -24.775550 3.605210
H: -8.596410 -23.446650 6.090250
H: -19.326070 -19.607800 -8.584120
H: -19.906290 -28.630640 -8.302990
H: -27.070210 -23.779040 0.952780
H: -24.440740 -32.379670 -7.812680
H: -13.339180 -24.483650 5.618420
H: -19.276910 -20.730460 -11.913560
H: -28.413130 -24.791320 1.316010
H: -13.351390 -23.572220 4.045230
H: -19.826010 -31.105930 -6.098700
H: -28.481940 -23.386620 4.502060
H: -24.192520 -23.571520 4.650330
H: -25.961260 -22.421200 5.790460
H: -19.328420 -31.072770 -7.719930
H: -27.294460 -26.400950 5.637140
H: -21.223210 -17.882930 -10.566300
H: -23.411570 -22.621020 -9.556790
H: -9.447820 -20.645180 4.390860
H: -21.856470 -32.385250 -5.180980
H: -21.169170 -30.292860 -9.579780
H: -21.303530 -21.324180 -12.307910
H: -10.760510 -22.960130 9.424230
H: -23.063920 -20.732940 -7.754850
H: -12.140470 -24.253820 7.967600
H: -21.440650 -18.090420 -8.248000
H: -9.492060 -21.732140 9.355590
H: -8.863900 -20.924040 6.772330
H: -23.466810 -32.842790 -5.126420
H: -18.401820 -20.547720 -10.300740
H: -24.486360 -30.439360 -4.526850
H: -8.948620 -24.415360 7.555440
H: -25.317100 -31.279710 -5.733710
H: -24.958780 -19.281880 -10.199600
H: -25.551040 -26.695530 5.798310
H: -24.507440 -30.576630 -8.225110
H: -27.212620 -26.795460 1.955360
H: -19.457070 -18.089570 -10.713870
H: -26.365770 -25.944610 6.992670
H: -9.679640 -24.666090 4.747470
H: -23.474740 -31.339170 -9.945790
H: -22.490090 -33.182380 -6.668600
H: -28.420310 -26.411720 3.179320
H: -9.022860 -22.295120 4.594360

Cartesian forces, eV/Å:
-0.7 -1.7 1.1
0.0 -0.1 -0.2
-0.1 -0.3 -0.3
-0.1 0.5 -0.3
-0.6 -0.3 -0.5
1.8 5.3 -1.6
0.3 0.9 -0.5
2.2 -0.2 2.0
1.4 2.2 1.1
-1.4 -1.2 0.0
-1.5 -1.4 -0.2
-1.1 1.1 0.3
0.4 -0.6 1.6
-0.5 0.2 0.3
-1.0 -1.7 1.3
0.3 -1.4 0.0
0.9 -2.0 -1.1
-0.4 0.5 0.8
1.3 0.3 0.8
0.2 -0.3 -0.4
1.9 -2.2 0.1
2.2 0.7 -1.4
0.1 0.2 -2.1
-1.6 0.5 0.2
-1.0 -0.3 -0.4
1.7 -0.8 0.6
0.2 -0.3 0.1
-1.0 0.1 0.3
-1.4 -0.9 0.4
-1.3 -0.5 -0.3
0.7 -0.6 -1.1
1.2 0.2 0.6
-1.8 0.5 -1.1
-0.2 -1.7 -1.0
-0.7 3.5 -0.2
-0.6 0.3 -0.5
-0.3 -0.1 0.0
0.1 0.3 -0.2
0.7 0.3 -2.2
-0.8 0.8 0.0
-0.9 -0.6 0.7
-0.2 0.5 1.8
1.3 1.7 0.0
0.8 2.3 1.9
0.4 1.1 -1.8
-0.4 -0.3 0.3
0.0 0.1 0.1
-0.2 0.3 0.2
0.0 0.2 -0.1
-0.4 -0.2 0.1
-0.1 0.1 0.3
0.2 0.4 0.5
0.2 0.6 1.0
-0.3 0.2 0.0
0.9 0.0 -0.5
-0.9 -0.5 -0.1
0.3 -1.1 0.2
0.8 0.6 0.0
-0.9 0.0 -0.1
0.0 -0.3 -0.2
-1.0 0.1 -1.1
0.0 0.4 -0.4
-0.2 0.2 0.0
-0.1 -0.4 -0.3
-0.4 -0.2 -0.1
1.0 0.2 -1.1
-1.0 -0.5 -0.3
-0.1 0.6 -0.5
-0.6 -0.4 0.9
-0.7 -0.1 0.6
-1.0 -0.5 -0.5
0.3 -0.2 0.5
-0.2 0.5 0.4
0.3 0.5 0.6
0.0 -0.2 0.1
0.0 0.0 0.0
0.7 0.6 1.0
1.0 -0.6 -0.1
0.2 0.0 0.2
0.0 0.1 0.0
0.1 -0.4 0.2
-0.1 0.6 0.2
0.5 -0.3 0.3
0.5 -0.1 0.3
-0.7 0.4 0.3
0.0 -0.3 -0.4
0.7 -0.2 0.0
0.4 -0.9 -0.2
0.4 -0.5 -0.2
-0.6 -0.2 0.1
-0.2 0.1 0.1
-0.3 0.3 -1.0
-0.5 -0.1 -0.7
0.0 0.0 -0.4
0.1 0.4 -0.4
0.1 -0.3 0.6
0.6 0.2 -0.1
-0.5 0.1 0.0
0.2 0.4 -0.5
-0.1 -0.3 -0.3
-0.2 -0.4 -0.3
0.7 -0.7 -0.2
0.6 -0.2 -0.1
-0.2 -1.1 0.6
-0.6 -0.1 -0.9
0.4 -0.3 -0.5
0.5 -0.3 0.1
-0.2 -0.8 -0.5
0.2 0.5 -0.6
0.9 0.2 -0.1
-0.1 0.0 -0.1
-0.1 -0.6 0.2
0.3 -0.1 0.7
0.0 -0.1 -0.8
-1.2 0.1 1.4
-0.4 0.0 -0.3
0.1 0.0 0.5
-0.2 0.6 0.3
0.0 0.1 0.0
-0.3 -0.1 0.1
-0.1 -0.3 0.4
0.2 -0.4 0.5
0.6 0.1 0.7